# C4H4N2O

A single C4H4N2O molecule (the ωB97M-V functional and the def2-TZVPD basis, the Open Molecules 2025 dataset).

F_max	0.012	hartree/bohr
E_LUMO	-0.141	eV
HOMO-LUMO gap	8.29	eV
E_tot	-9236.467	eV
molar mass	96.09	g mol⁻¹
relative energy (zero: lowest compared OMol25 entry of this formula, charge and spin)	92.7	kcal per mole
HOMO	-8.43	eV
charge	0
multiplicity	1

The geometry in XYZ format:
```
11
Properties=species:S:1:pos:R:3:forces:R:3
N 2.3887 0.1786 0.0236 -0.5 -0.3 0.0
C 1.4330 -0.6131 0.0268 0.1 0.3 0.0
C 0.6738 -1.7568 0.0386 0.0 0.0 0.0
N -0.1284 -0.7004 0.0105 0.1 0.1 0.0
C -1.2845 -0.0826 -0.0132 0.2 0.0 0.0
C -1.2105 1.3686 -0.0380 0.3 0.2 0.0
O -0.1614 1.9940 -0.0381 -0.4 -0.1 0.0
H 2.1023 1.1562 0.0033 -0.1 -0.1 0.0
H 0.6050 -2.8312 0.0579 -0.1 0.0 0.0
H -2.2364 -0.6149 -0.0141 0.4 0.0 0.0
H -2.1816 1.9014 -0.0571 0.1 -0.1 0.0
```
Positions in Å, forces in eV/Å.

Mulliken population analysis, charges in e, atoms 1 to 6: -0.66, 0.43, -0.25, -0.09, -0.24, -0.03